[1]
{"formula": "C3H13O5", "method": "ωB97M-V/def2-TZVPD", "species": ["C", "C", "O", "C", "O", "H", "H", "H", "H", "H", "H", "H", "H", "H", "O", "H", "H", "O", "H", "H", "O"], "coordinates": [[0.8934, 1.3056, 0.8761], [0.6276, 0.7837, -0.5292], [1.7184, 0.1721, -1.2363], [-0.5354, 1.0555, 1.7719], [-1.1967, -0.0231, 1.3841], [1.0859, 2.2991, 0.8981], [1.5370, 0.6613, 1.3539], [-0.0334, -0.0503, -0.6035], [0.2183, 1.5974, -1.1187], [2.5863, 0.2719, -0.8205], [-0.2617, 1.1837, 2.8041], [-1.1499, 1.9955, 1.6582], [1.4026, -1.5660, -1.5454], [1.9699, -2.7690, -0.7683], [1.4292, -2.5247, -1.4451], [-2.1993, 0.1088, -1.2539], [-2.4563, 0.7099, 0.0137], [-2.6076, 0.8463, -0.9392], [-1.4003, -1.4672, 0.3977], [-0.3629, -2.3179, -0.6919], [-1.2651, -2.2726, -0.2057]], "atomic_forces_ev_per_a": [[-4.3, -3.0, -0.6], [0.1, 0.5, 0.2], [1.7, 0.1, -0.6], [0.2, 1.4, -2.2], [-0.4, -0.6, 0.4], [1.1, 3.0, 0.2], [2.0, -1.2, 1.2], [-1.2, 0.0, 0.9], [0.0, 0.1, -0.4], [-0.5, 0.3, 0.1], [0.7, -0.6, 1.2], [0.3, 0.0, -0.5], [0.5, 0.6, 0.4], [2.2, -0.6, 3.0], [-2.6, 0.0, -3.4], [1.8, -3.4, -1.7], [0.3, 0.1, 0.3], [-2.0, 3.2, 1.4], [1.3, -0.8, -0.8], [-2.1, 0.5, 1.7], [1.0, 0.2, -0.8]], "charge": -1, "e_above_lowest_kj_mol": 148.9, "spin_multiplicity": 1}


[2]
{"formula": "C16H34ClN4O2PS", "method": "ωB97M-V/def2-TZVPD", "species": ["C", "C", "C", "N", "N", "C", "C", "O", "Cl", "C", "N", "C", "C", "P", "C", "C", "C", "N", "C", "S", "C", "C", "H", "H", "H", "H", "H", "H", "H", "H", "H", "H", "H", "H", "H", "H", "H", "H", "H", "H", "H", "H", "H", "H", "H", "H", "H", "H", "H", "H", "H", "C", "C", "O", "H", "H", "H", "H", "H"], "coordinates": [[0.4411, -0.1105, 2.1583], [-0.1448, -1.5123, 2.0633], [-0.9754, -1.7696, 0.8230], [-2.1276, -0.8108, 0.6642], [-2.4144, -0.5591, -0.6972], [-3.6586, -1.0979, -1.2052], [-4.8297, -0.3697, -0.5610], [-4.8152, 0.7818, -0.3015], [-6.2199, -1.3781, -0.2331], [-1.6048, 0.1399, -1.4419], [-1.7160, 0.4060, -2.7780], [-0.3058, 0.3031, -3.2920], [0.5592, 0.4972, -1.9847], [1.7744, 1.8686, -2.2516], [2.8429, 1.9021, -0.7575], [2.8484, 1.0596, -3.5125], [3.6064, -0.1970, -3.0414], [-0.4559, 0.6998, -0.9506], [-0.5973, 1.9516, -0.2217], [-1.5448, 3.2406, -1.0967], [-2.2101, 4.1271, 0.3338], [-3.1995, 3.3313, 1.1766], [-0.3554, 0.6118, 2.3358], [1.1184, -0.0551, 3.0055], [0.9910, 0.1458, 1.2531], [0.6719, -2.2348, 2.1431], [-0.8186, -1.6252, 2.9118], [-0.3789, -1.7941, -0.0863], [-1.3911, -2.7718, 0.9524], [-2.9399, -1.2912, 1.0289], [-3.7672, -0.9342, -2.2727], [-3.7173, -2.1662, -1.0167], [-2.2661, -0.2314, -3.3427], [-0.1487, -0.7021, -3.6659], [-0.1150, 1.0838, -4.0212], [1.0496, -0.4675, -1.8450], [3.7542, 1.3207, -0.8684], [2.3382, 1.5296, 0.1308], [3.1135, 2.9374, -0.5690], [2.1576, 0.7455, -4.2953], [3.5210, 1.8073, -3.9175], [3.6507, -0.9504, -3.8219], [3.1316, -0.6578, -2.1771], [4.6112, 0.0631, -2.7218], [0.3800, 2.3139, 0.0721], [-1.1237, 1.7364, 0.7023], [-2.7359, 4.9710, -0.1039], [-1.4024, 4.4962, 0.9608], [-2.7935, 2.4062, 1.5740], [-3.4743, 3.9441, 2.0366], [-4.1166, 3.1433, 0.6281], [3.8487, -3.8524, 3.5823], [2.5864, -3.6103, 4.4418], [1.6088, -2.9589, 3.7787], [4.2695, -2.9003, 3.2465], [4.6286, -4.3851, 4.1490], [3.6019, -4.4553, 2.7038], [2.9585, -3.0915, 5.3651], [2.3004, -4.6239, 4.8305]], "atomic_forces_ev_per_a": [[-0.2, -0.1, 0.1], [-0.2, 0.8, -0.2], [0.1, -0.6, 0.4], [0.6, 0.1, -0.1], [-0.6, -0.1, -0.4], [-0.2, -0.1, 0.1], [-0.1, 0.4, 0.2], [0.0, 0.1, 0.0], [-0.1, -0.2, -0.1], [0.1, 0.8, 0.1], [0.6, -1.6, -0.5], [0.1, 0.8, 1.0], [-0.2, -0.3, -1.1], [-0.1, 1.0, -0.2], [0.1, -0.2, 0.1], [-0.3, -1.0, 0.4], [0.0, 0.3, 0.2], [0.4, -0.2, 0.2], [-0.4, 0.1, 0.6], [0.1, 0.0, -0.2], [-0.3, -0.5, 0.2], [-0.1, 0.5, 0.2], [0.0, 0.2, -0.1], [0.1, -0.2, 0.0], [0.1, 0.1, -0.1], [-0.2, -0.4, 0.4], [0.2, -0.4, 0.3], [0.0, 0.3, -0.1], [-0.1, -0.1, -0.2], [-0.2, 0.3, 0.1], [0.0, 0.0, -0.1], [0.1, -0.1, 0.1], [-0.5, 0.2, 0.2], [0.1, 0.0, -0.4], [-0.1, -0.1, -0.2], [0.1, 0.0, 0.5], [0.1, -0.1, 0.0], [-0.1, -0.1, 0.0], [0.0, 0.1, 0.0], [0.0, 0.3, -0.3], [0.0, 0.1, -0.1], [0.2, 0.0, -0.1], [-0.1, -0.1, 0.0], [0.2, -0.1, -0.1], [0.2, -0.1, -0.2], [-0.1, -0.1, 0.0], [0.1, 0.2, 0.0], [0.2, 0.1, -0.1], [0.0, -0.2, -0.1], [0.0, 0.0, 0.1], [0.0, -0.3, -0.1], [0.2, -0.1, 0.2], [0.4, -0.1, -0.1], [-0.2, 0.1, -0.1], [-0.1, 0.0, 0.0], [-0.1, 0.0, 0.0], [-0.1, 0.1, 0.0], [-0.1, 0.1, -0.1], [-0.1, 0.0, -0.1]], "spin_multiplicity": 1}


[3]
{"formula": "C3H5B", "method": "ωB97M-V/def2-TZVPD", "species": ["B", "C", "C", "C", "H", "H", "H", "H", "H"], "coordinates": [[-0.6609, 0.5066, -0.8952], [-1.0453, 1.0815, -2.0700], [1.2245, -1.0010, 1.5684], [0.1873, -0.2812, 0.9543], [-0.0338, 1.1442, -2.5866], [-1.9822, 1.4322, -2.5134], [1.8696, -1.7723, 1.2041], [0.9853, -1.1172, 2.6140], [-0.5445, 0.0072, 1.7245]], "atomic_forces_ev_per_a": [[2.2, -2.0, 3.8], [0.5, 0.1, -0.4], [-3.8, 1.0, -1.9], [0.3, -0.2, -0.5], [-1.2, 0.2, 0.1], [0.8, -0.2, 0.1], [0.8, 0.4, -0.8], [0.3, 0.1, 0.4], [0.2, 0.5, -0.7]], "e_above_lowest_kj_mol": 337.0, "spin_multiplicity": 1}


[4]
{"formula": "C21H18N2O3S", "method": "ωB97M-V/def2-TZVPD", "species": ["O", "C", "C", "C", "O", "C", "C", "C", "C", "C", "C", "C", "C", "C", "C", "O", "N", "C", "C", "C", "C", "C", "N", "S", "C", "C", "C", "H", "H", "H", "H", "H", "H", "H", "H", "H", "H", "H", "H", "H", "H", "H", "H", "H", "H"], "coordinates": [[2.9543, -4.3878, -5.0311], [1.8277, -4.7744, -4.9013], [0.8346, -4.3163, -3.8994], [-0.3143, -5.0794, -3.7828], [-0.4631, -6.2719, -4.4635], [-1.3298, -4.7143, -2.8783], [-1.1992, -3.5473, -2.0850], [-0.0719, -2.7399, -2.2095], [0.0225, -1.5514, -1.4903], [1.1078, -0.6801, -1.5708], [1.2214, 0.5221, -0.8073], [2.2053, 1.4954, -0.9552], [2.0543, 2.6342, -0.0887], [0.9109, 2.5532, 0.6882], [0.4759, 3.6307, 1.5508], [0.8036, 4.7587, 1.2284], [-0.3518, 3.4502, 2.6811], [-0.8621, 4.5380, 3.5067], [-1.6562, 3.7346, 4.5938], [-0.7815, 2.5445, 4.7646], [-0.8127, 2.1861, 3.2828], [-2.3229, 2.0270, 3.1079], [-2.8305, 3.0445, 4.0345], [0.0561, 1.0142, 0.3969], [2.1145, -1.0484, -2.4713], [2.0238, -2.2095, -3.2227], [0.9463, -3.1074, -3.1261], [1.5858, -5.6268, -5.5490], [-1.2774, -6.7150, -4.1670], [-2.2567, -5.3167, -2.7793], [-1.9690, -3.2705, -1.3442], [-0.8547, -1.3015, -0.8584], [3.0039, 1.4298, -1.6920], [2.7366, 3.4773, -0.0893], [-0.0861, 5.1928, 3.9245], [-1.5762, 5.1669, 2.9306], [-1.8184, 4.3130, 5.5184], [-1.1959, 1.8038, 5.4396], [0.2121, 2.7955, 5.0714], [-0.2620, 1.2902, 2.9901], [-2.6723, 1.0249, 3.4114], [-2.6144, 2.2575, 2.0794], [-3.3759, 2.5881, 4.7639], [2.9721, -0.3932, -2.6574], [2.8854, -2.4214, -3.8449]], "atomic_forces_ev_per_a": [[1.1, 1.1, 0.2], [0.0, -0.9, 0.2], [-0.3, 0.0, -0.5], [-0.4, -0.7, 0.4], [0.0, 0.5, 0.2], [-0.8, 1.7, 1.6], [-1.1, -2.3, -0.9], [0.5, 0.0, -0.6], [-0.2, 1.3, 1.1], [-1.1, -1.6, -0.4], [0.5, 2.3, 0.7], [-0.5, 0.0, 0.6], [-1.0, -1.0, -0.3], [0.7, -2.1, -0.9], [-1.8, 1.3, 1.8], [0.2, 0.4, 0.3], [1.1, -1.2, -1.4], [-1.6, 0.4, -0.3], [0.3, 0.2, 0.3], [1.5, -0.5, 0.2], [0.3, -0.8, 0.2], [0.0, 0.2, -0.2], [-1.6, 1.1, -0.1], [1.1, 0.9, -0.3], [0.3, -0.6, -1.0], [1.1, 0.7, 0.2], [0.1, -0.2, -0.1], [-0.9, 0.0, 0.1], [0.4, 0.4, -0.1], [0.8, 0.3, -0.1], [0.3, -0.3, -0.6], [0.7, -0.1, -0.3], [-0.2, 0.0, 0.3], [-0.3, -0.1, 0.1], [-0.1, -0.3, -0.1], [0.5, -0.2, 0.3], [-0.4, -0.2, -0.6], [-0.1, -0.2, 0.0], [0.8, 0.0, 0.3], [0.2, 0.4, 0.0], [0.2, 0.3, -0.3], [-0.1, -0.2, 0.1], [0.3, 0.5, -0.1], [-0.3, -0.4, 0.2], [-0.4, -0.2, -0.2]], "smiles": "O=Cc1c(O)ccc2cc(-c3ccc(C(=O)N4C[C@@H]5C[C@H]4CN5)s3)ccc12", "e_above_lowest_kj_mol": 206.4, "spin_multiplicity": 1}


no.,highest occupied orbital energy (eV)
1,-3.74
2,-4.71
3,-9.16
4,-8.02